{
  "formula": "C26H43LuN6",
  "method": "ωB97M-V/def2-TZVPD",
  "species": ["Lu", "N", "C", "C", "N", "C", "C", "N", "C", "C", "N", "H", "H", "H", "H", "H", "H", "H", "H", "H", "H", "H", "H", "H", "H", "H", "H", "H", "H", "C", "H", "H", "H", "C", "C", "C", "C", "C", "C", "C", "C", "N", "C", "C", "C", "C", "H", "H", "H", "H", "H", "H", "H", "H", "H", "H", "H", "H", "H", "H", "H", "H", "H", "H", "N", "C", "C", "C", "C", "C", "C", "C", "H", "H", "H", "H"],
  "positions_angstrom": [[0.5983, 0.3187, -0.0431], [0.8774, -2.1791, 0.7418], [1.6009, -3.0505, -0.2338], [1.0291, -3.0674, -1.6127], [0.8463, -1.6781, -2.1578], [-0.3619, -1.6778, -2.9791], [-1.5768, -1.6039, -2.0822], [-1.4894, -0.5013, -1.1942], [1.9114, -1.1948, -2.9755], [3.2278, -1.0210, -2.2775], [3.0572, -0.1371, -1.0715], [1.5239, -1.9666, 1.4872], [0.0635, -2.6313, 1.1567], [1.6319, -4.1418, 0.1404], [2.6437, -2.7024, -0.2085], [0.0765, -3.5930, -1.5633], [1.7718, -3.5744, -2.2783], [-0.4320, -2.4935, -3.6909], [-0.2751, -0.7500, -3.5587], [-1.6180, -2.5188, -1.4343], [-2.5355, -1.6796, -2.5902], [-2.0262, -0.6810, -0.3370], [-1.8555, 0.4104, -1.4437], [1.6166, -0.1769, -3.4364], [2.1940, -1.7842, -3.8362], [3.8812, -0.6048, -3.0352], [3.6151, -2.0086, -2.0015], [3.0288, 0.8310, -1.4644], [3.9362, -0.2343, -0.5156], [2.2713, 0.7558, 1.6505], [2.9277, -0.0722, 1.8957], [2.0120, 1.2671, 2.5867], [2.9472, 1.5120, 1.1849], [0.5485, -2.7425, 4.1331], [-0.6914, -2.0396, 3.4945], [-1.8805, -2.7181, 3.3350], [-2.8624, -2.1712, 2.5012], [-4.0601, -3.0887, 2.2340], [-2.6414, -0.9721, 1.8239], [-1.4757, -0.2093, 2.0571], [-0.5241, -0.7682, 2.9076], [-1.0927, 0.8437, 1.2622], [-1.5274, 2.1942, 1.6535], [-1.1089, 3.2212, 0.6166], [-3.0929, 2.3314, 1.8865], [-0.9147, 2.7002, 2.9957], [0.4434, -3.7641, 4.4107], [0.8272, -2.2832, 5.0720], [1.4080, -2.5467, 3.4643], [-1.9338, -3.7357, 3.7111], [-4.3264, -3.0458, 1.1753], [-4.9277, -2.7535, 2.8570], [-3.7823, -4.0738, 2.5853], [-3.3674, -0.5350, 1.1788], [0.3519, -0.2139, 2.9581], [-1.5427, 3.0244, -0.3377], [0.0112, 3.1567, 0.4403], [-1.2966, 4.2373, 0.9460], [-3.6041, 2.4710, 0.9025], [-3.3087, 3.2169, 2.4728], [-3.4849, 1.5370, 2.4713], [0.1889, 2.6143, 3.0202], [-1.2471, 2.1839, 3.9759], [-1.2184, 3.7840, 3.1488], [2.0508, 6.0249, -5.3135], [1.6815, 5.1112, -4.7136], [1.4380, 4.0633, -3.7847], [2.3527, 3.8791, -2.7393], [2.0533, 2.8039, -1.8427], [0.8746, 2.0248, -1.8845], [-0.0447, 2.3785, -2.8508], [0.2029, 3.4463, -3.7705], [3.1395, 4.5440, -2.6464], [2.7872, 2.7644, -1.0650], [-1.0044, 1.9455, -3.1074], [-0.5177, 3.7885, -4.4572]],
  "mulliken_charge": [2.096, -0.248, -0.908, -1.037, 0.885, -1.018, -0.785, -0.317, -0.813, -1.158, -0.333, 0.003, 0.137, 0.423, 0.380, 0.433, 0.329, 0.321, 0.499, 0.202, 0.571, 0.007, 0.336, 0.486, 0.315, 0.570, 0.338, -0.090, 0.247, -1.901, 0.346, 0.390, 0.301, -1.478, 0.180, -0.811, -0.013, -1.537, -0.899, 0.411, -1.118, 0.876, 1.587, -1.796, -1.780, -1.482, 0.384, 0.406, 0.248, 0.284, 0.363, 0.277, 0.377, 0.728, 0.967, 0.351, 0.278, 0.566, 0.267, 0.440, 0.443, 0.197, 0.237, 0.513, -0.529, -0.119, 0.411, -1.123, -0.234, 0.721, -0.398, -0.818, 0.500, 0.347, 0.317, 0.452],
  "de_lowest_kcal_mol": 0.0,
  "e_tot_ev": -70219.856,
  "total_charge": 0,
  "orbital_gap_ha": 0.2790
}

=====

{
  "formula": "C26H44BCaF10N8O6S2",
  "method": "ωB97M-V/def2-TZVPD",
  "species": ["Ca", "C", "C", "N", "C", "C", "N", "C", "C", "H", "H", "H", "H", "H", "H", "H", "H", "H", "H", "H", "C", "C", "N", "C", "C", "N", "C", "C", "H", "H", "H", "H", "H", "H", "H", "H", "H", "H", "H", "C", "C", "N", "C", "C", "N", "C", "C", "H", "H", "H", "H", "H", "H", "H", "H", "H", "H", "H", "C", "C", "N", "C", "C", "N", "C", "C", "H", "H", "H", "H", "H", "H", "H", "H", "H", "H", "H", "B", "F", "F", "F", "F", "C", "F", "F", "F", "S", "O", "O", "O", "C", "F", "F", "F", "S", "O", "O", "O"],
  "positions_angstrom": [[-2.8804, 2.4401, -0.2054], [-4.5877, -2.7116, 0.4669], [-3.1969, -2.7609, 1.1330], [-3.2437, -2.5851, 2.5804], [-4.0822, -3.2953, 3.4178], [-3.8469, -2.8680, 4.6703], [-2.8611, -1.9074, 4.5807], [-2.5726, -1.7251, 3.3059], [-2.3300, -1.1562, 5.7135], [-4.6209, -1.8409, -0.1830], [-5.4245, -2.7072, 1.1577], [-4.7157, -3.5966, -0.1591], [-2.5560, -1.9841, 0.7257], [-2.6885, -3.7036, 0.9280], [-4.6647, -4.1127, 3.0333], [-4.2582, -3.2063, 5.6043], [-1.8013, -1.0455, 2.9777], [-2.9429, -0.2700, 5.8943], [-1.3648, -0.7307, 5.4417], [-2.2745, -1.7776, 6.5974], [5.5779, 1.0846, -2.3991], [4.1300, 1.0696, -1.9440], [3.5007, 2.4053, -2.0354], [3.3649, 3.3090, -1.0096], [2.8230, 4.4280, -1.5441], [2.7691, 4.2333, -2.9026], [3.1534, 2.9999, -3.1654], [2.1644, 5.1641, -3.8761], [5.6768, 1.4252, -3.4266], [5.9979, 0.1022, -2.1990], [6.1555, 1.8038, -1.8097], [3.9741, 0.6921, -0.9395], [3.5325, 0.4733, -2.6371], [3.5958, 3.0446, 0.0057], [2.6251, 5.3742, -1.0726], [3.1941, 2.5479, -4.1415], [1.1801, 5.4801, -3.5405], [2.0706, 4.6190, -4.8108], [2.8291, 6.0129, -4.0086], [3.3170, 4.3838, 6.0538], [3.7255, 4.1788, 4.5977], [2.9322, 3.1592, 3.8938], [1.7727, 3.3873, 3.1923], [1.2330, 2.1773, 2.9121], [2.0675, 1.2383, 3.4658], [3.0308, 1.8496, 4.1273], [1.8059, -0.2018, 3.5146], [3.8470, 5.2614, 6.4186], [3.6255, 3.5469, 6.6823], [2.2405, 4.5004, 6.1726], [4.7636, 3.8431, 4.5742], [3.6818, 5.1149, 4.0467], [1.4482, 4.3993, 3.0235], [0.3076, 1.8898, 2.4421], [3.9311, 1.4241, 4.5418], [0.9030, -0.3699, 4.0990], [2.5916, -0.6822, 4.0967], [1.7697, -0.6113, 2.5118], [1.5495, -5.9022, -3.9846], [0.9053, -5.0905, -2.8692], [-0.5595, -5.1301, -2.8907], [-1.3598, -6.0466, -2.2596], [-2.6397, -5.6550, -2.4509], [-2.5948, -4.5174, -3.2329], [-1.3353, -4.2488, -3.5161], [-3.7304, -3.8153, -3.8422], [2.4528, -6.4276, -3.6792], [1.8021, -5.2717, -4.8397], [0.9292, -6.6925, -4.4164], [1.2444, -4.0595, -2.8854], [1.2061, -5.4964, -1.9034], [-0.9521, -6.9345, -1.8082], [-3.6028, -6.0481, -2.1775], [-0.9477, -3.4503, -4.1242], [-4.1872, -3.1188, -3.1392], [-4.4849, -4.5620, -4.0804], [-3.4162, -3.2677, -4.7223], [-3.4930, 1.5985, 2.3267], [-3.9594, 2.8843, 1.9020], [-3.7281, 0.7150, 1.2392], [-2.0916, 1.6048, 2.5302], [-4.1336, 1.1960, 3.4715], [-0.2343, -0.8326, -1.7872], [-1.2837, -1.6678, -1.8545], [0.8646, -1.5462, -2.0290], [-0.3922, 0.0828, -2.7276], [-0.1079, -0.0172, -0.1469], [-1.2083, 0.9461, -0.2389], [-0.3553, -1.0347, 0.8468], [1.2035, 0.5678, -0.1306], [-0.9196, 3.1642, -4.5072], [-0.5719, 4.1081, -5.3789], [-1.4075, 2.0984, -5.1509], [0.1942, 2.7838, -3.8222], [-2.1057, 3.8702, -3.2945], [-3.3374, 4.1370, -3.9645], [-2.2312, 2.8385, -2.2287], [-1.3762, 5.0241, -2.8245]],
  "mulliken_charge": [1.638, -1.331, 0.476, 0.354, -0.300, -0.784, 0.272, -0.164, -0.575, 0.333, 0.490, 0.287, -0.557, 0.395, 0.502, 0.478, 0.361, 0.318, 0.093, 0.341, -1.207, -0.509, 0.380, -0.369, -0.747, 0.145, -0.048, -0.940, 0.366, 0.401, 0.351, 0.271, 0.305, 0.573, 0.499, 0.455, 0.341, 0.366, 0.349, -1.046, -0.610, 0.176, -1.096, -0.483, 0.326, 0.061, -0.534, 0.383, 0.342, 0.328, 0.322, 0.383, 0.508, 0.754, 0.417, 0.049, 0.350, 0.275, -1.178, -0.286, 0.247, -0.603, -0.493, 0.233, -0.219, -0.858, 0.360, 0.361, 0.333, 0.052, 0.442, 0.538, 0.552, 0.499, 0.262, 0.398, 0.356, 0.211, -0.377, -0.337, -0.045, -0.300, 0.100, -0.128, -0.240, -0.227, 0.740, -0.063, -0.663, -0.227, 0.485, -0.201, -0.226, -0.115, 1.032, -0.595, -0.661, -0.670],
  "de_lowest_kcal_mol": 0.0,
  "e_tot_ev": -119831.067,
  "total_charge": 3,
  "orbital_gap_ha": 0.3575
}